(1)
A structure of composition C24H32BF4N6O4TeY at a distorted geometry. Source: the OMol25 dataset; level of theory: ωB97M-V/def2-TZVPD.

Summary:
lowest unoccupied orbital energy = -4.758 eV
energy = -62414.3670 eV
orbital gap = 8.6145 eV

Structure (ORCA input):
```
! wB97M-V def2-TZVPD RIJCOSX def2/J DEFGRID3
* xyz 2 1
Y 0.147 -0.890 0.245
C -1.336 -1.143 4.957
O -2.344 -0.722 3.996
C -1.998 -0.713 2.738
O -0.860 -0.972 2.325
N -3.005 -0.379 1.911
N -2.733 -0.339 0.540
H -1.828 -1.045 5.918
H -0.472 -0.488 4.885
H -1.062 -2.175 4.759
H -3.906 -0.131 2.293
H -2.718 0.630 0.223
H -3.453 -0.844 0.033
O 2.090 -1.313 0.825
N 2.961 -0.473 1.320
N 2.406 0.632 1.544
O 1.132 0.833 1.337
C 3.202 1.736 2.066
C 2.551 2.676 2.846
C 3.304 3.725 3.356
C 4.663 3.810 3.077
C 5.282 2.848 2.291
C 4.550 1.788 1.771
H 1.501 2.566 3.071
H 2.833 4.464 3.989
H 5.249 4.624 3.481
H 6.339 2.915 2.073
H 5.013 1.030 1.157
N -0.143 5.306 -0.987
C -0.433 4.148 -1.920
C -1.544 3.306 -1.313
N -1.263 2.844 0.050
C -0.941 3.968 0.922
C 0.204 4.823 0.406
H -0.963 5.915 -0.937
H 0.615 5.877 -1.363
H 0.497 3.594 -1.996
H -0.690 4.576 -2.887
H -1.725 2.454 -1.964
H -2.473 3.885 -1.290
H -0.460 2.211 0.053
H -0.664 3.600 1.910
H -1.836 4.582 1.056
H 1.129 4.253 0.303
H 0.390 5.712 1.008
Te -1.331 -3.450 -0.098
C -0.051 -5.084 -0.015
C 1.331 -4.925 -0.040
C 2.146 -6.048 -0.009
C 1.584 -7.315 0.043
C 0.205 -7.468 0.071
C -0.619 -6.353 0.046
C -1.611 -3.331 -2.167
C -0.526 -3.444 -3.029
C -0.736 -3.377 -4.398
C -2.017 -3.185 -4.899
C -3.093 -3.074 -4.033
C -2.898 -3.154 -2.659
H 1.792 -3.944 -0.078
H 3.221 -5.932 -0.027
H 2.222 -8.188 0.064
H -0.226 -8.459 0.114
H -1.693 -6.482 0.070
H 0.475 -3.604 -2.647
H 0.107 -3.476 -5.068
H -2.176 -3.135 -5.966
H -4.093 -2.950 -4.426
H -3.754 -3.111 -1.997
F -0.949 0.064 -1.563
B 0.329 0.331 -2.268
F 1.029 -0.884 -2.013
F 0.121 0.707 -3.528
F 0.933 1.309 -1.454
*
```

(2)
A structure of composition C11H17BBeN6O3S at a distorted geometry. Source: the OMol25 dataset; level of theory: ωB97M-V/def2-TZVPD.

Summary:
lowest unoccupied orbital energy = -4.254 eV
energy = -38676.4765 eV
orbital gap = 4.7983 eV

Structure (ORCA input):
```
! wB97M-V def2-TZVPD RIJCOSX def2/J DEFGRID3
* xyz 0 1
H 1.713 -2.923 0.089
N 0.686 -1.257 -0.760
B -0.389 0.371 -2.365
N 0.388 -0.936 -2.064
C 0.857 -1.888 -2.901
Be 0.122 -0.055 1.018
H 0.701 -1.782 -3.977
C 1.481 -2.855 -2.140
H 1.964 -3.756 -2.517
C 1.351 -2.426 -0.807
H -0.563 0.488 -3.545
C -0.490 1.298 2.286
H -0.230 0.976 3.307
H -1.590 1.394 2.267
H -0.065 2.306 2.123
N 0.429 1.565 -1.811
N -1.748 0.317 -1.622
N 0.747 1.613 -0.476
N -1.761 0.163 -0.256
C 0.945 2.637 -2.453
C -3.010 0.367 -2.101
H 0.787 2.754 -3.527
H -3.175 0.480 -3.175
C 1.613 3.405 -1.523
C -3.875 0.254 -1.032
C 1.467 2.726 -0.301
C -3.055 0.126 0.101
H 2.142 4.339 -1.707
H -4.963 0.260 -1.077
H 1.851 3.010 0.675
H -3.362 0.017 1.139
H 1.357 -0.002 1.515
C 1.835 -1.376 3.685
S 0.072 -1.862 3.231
O 0.174 -3.310 3.133
O -0.732 -1.257 4.280
O -0.375 -1.307 1.847
H 2.115 -1.897 4.627
H 1.994 -0.294 3.879
H 2.596 -1.681 2.936
*
```

(3)
An isolated molecule of C9H11NO at a distorted geometry. Source: the OMol25 dataset; level of theory: ωB97M-V/def2-TZVPD.

Summary:
lowest unoccupied orbital energy = 0.561 eV
energy = -13044.2401 eV
SMILES = Oc1cccc2c1CCNC2
orbital gap = 8.8787 eV

Structure (ORCA input):
```
! wB97M-V def2-TZVPD RIJCOSX def2/J DEFGRID3
* xyz 0 1
O -2.111 2.106 -0.122
C -1.792 0.817 0.197
C -2.831 -0.186 0.184
C -2.296 -1.531 0.089
C -0.985 -1.823 -0.144
C -0.008 -0.800 0.099
C -0.431 0.496 0.210
C 0.714 1.568 -0.067
C 2.174 0.997 0.361
N 2.507 -0.488 -0.142
C 1.367 -1.269 0.001
H -1.243 2.635 -0.578
H -3.962 -0.196 0.085
H -2.997 -2.201 0.069
H -0.365 -2.872 -0.052
H 0.811 2.764 0.370
H 0.629 1.790 -1.227
H 2.532 1.082 1.465
H 2.954 1.564 -0.116
H 2.369 -0.341 -1.047
H 1.669 -1.931 0.924
H 1.293 -2.181 -0.560
*
```